1.
{"formula": "C4H13N2O2", "method": "the ωB97M-V functional and the def2-TZVPD basis", "elements": ["O", "C", "N", "C", "N", "C", "C", "H", "H", "H", "H", "H", "H", "H", "H", "H", "H", "H", "H", "H", "O"], "positions_angstrom": [[-1.36, 0.19, 1.73], [-1.50, -0.36, 0.60], [-2.38, -1.29, 0.37], [-0.61, 0.20, -0.51], [0.74, 0.68, 0.06], [1.07, 2.09, -0.35], [-0.33, -0.74, -1.67], [-3.12, -1.47, 1.04], [-2.53, -1.67, -0.55], [-1.06, 1.12, -0.89], [0.80, 0.61, 1.08], [1.45, 0.02, -0.27], [0.25, 2.73, -0.04], [1.96, 2.41, 0.20], [1.35, 2.10, -1.39], [-1.24, -1.11, -2.15], [0.19, -0.19, -2.44], [0.27, -1.61, -1.39], [2.47, -1.64, 1.67], [1.71, -1.13, 2.92], [1.89, -0.93, 1.98]], "lowdin_spin": [0.80, 0.09, 0.02, 0.06, 0.00, 0.00, 0.02, 0.00, 0.00, 0.00, 0.00, 0.00, 0.00, 0.00, 0.00, 0.00, 0.01, 0.00, 0.00, 0.00, 0.00], "multiplicity": 2, "charge": 2, "e_lumo_ev": [-8.56, -13.33], "e_above_lowest_kcal_mol": 12.4, "energy_ha": -419.4831, "homo_lumo_gap_ha": [0.399, 0.223]}

***

2.
{"formula": "C4H13N2OS", "method": "the ωB97M-V functional and the def2-TZVPD basis", "elements": ["C", "C", "C", "S", "N", "C", "N", "H", "H", "H", "H", "H", "H", "H", "H", "H", "H", "H", "H", "H", "O"], "positions_angstrom": [[1.02, -0.42, 1.04], [0.64, 1.00, 0.58], [-0.93, 1.16, 0.21], [-1.99, 0.10, 1.26], [1.42, 1.53, -0.55], [1.45, 0.82, -1.85], [1.65, -0.59, -1.95], [0.51, -0.75, 1.96], [0.82, -1.17, 0.29], [2.08, -0.47, 1.33], [0.63, 1.75, 1.37], [-1.14, 0.81, -0.81], [-1.08, 2.27, 0.27], [2.39, 1.55, -0.22], [2.21, 1.38, -2.42], [0.48, 1.02, -2.33], [2.32, -0.92, -1.27], [0.84, -1.18, -1.93], [-0.72, -3.10, 0.60], [-1.51, -1.89, 0.12], [-1.42, -2.87, -0.01]], "lowdin_charge": [-0.15, -0.45, -0.68, 0.22, -0.06, -0.34, 0.00, 0.03, 0.03, 0.06, 0.11, 0.01, 0.05, 0.08, 0.10, 0.10, 0.05, 0.06, 0.00, -0.09, -0.15], "charge": -1, "e_lumo_ev": 3.73, "e_above_lowest_kcal_mol": 12.2, "energy_ha": -743.1597, "homo_lumo_gap_ha": 0.238}

***

3.
{"formula": "C4H13N2OS", "method": "the ωB97M-V functional and the def2-TZVPD basis", "elements": ["C", "C", "C", "S", "N", "C", "N", "H", "H", "H", "H", "H", "H", "H", "H", "H", "H", "H", "H", "H", "O"], "positions_angstrom": [[-0.06, 1.47, 0.69], [-0.50, 0.05, 1.18], [0.32, -1.16, 0.84], [2.15, -0.75, 0.62], [-1.96, -0.19, 0.89], [-2.39, -0.46, -0.47], [-2.01, 0.44, -1.60], [0.92, 1.70, 1.09], [-0.01, 1.54, -0.39], [-0.86, 2.13, 1.02], [-0.52, 0.24, 2.26], [-0.12, -1.60, -0.06], [0.43, -1.91, 1.61], [-2.48, 0.60, 1.23], [-3.47, -0.29, -0.46], [-2.19, -1.49, -0.73], [-2.01, 1.40, -1.26], [-1.04, 0.27, -1.87], [2.02, 1.56, -1.78], [2.34, 0.14, -1.53], [1.98, 0.72, -2.26]], "lowdin_charge": [-0.13, -0.46, -0.61, 0.20, -0.06, -0.33, 0.00, 0.03, 0.03, 0.06, 0.12, 0.04, 0.01, 0.08, 0.09, 0.09, 0.05, 0.05, 0.00, -0.09, -0.17], "charge": -1, "e_lumo_ev": 3.75, "e_above_lowest_kcal_mol": 10.5, "energy_ha": -743.1623, "homo_lumo_gap_ha": 0.246}

***

4.
{"formula": "C4H13N2OS", "method": "the ωB97M-V functional and the def2-TZVPD basis", "elements": ["C", "C", "C", "S", "N", "C", "N", "H", "H", "H", "H", "H", "H", "H", "H", "H", "H", "H", "H", "H", "O"], "positions_angstrom": [[-0.43, 0.82, 1.47], [-0.98, -0.42, 0.73], [-1.19, -0.06, -0.72], [-2.56, 1.17, -0.89], [0.07, -1.51, 0.95], [1.11, -1.74, -0.02], [2.47, -1.41, 0.54], [-0.61, 0.83, 2.54], [-0.75, 1.73, 0.97], [0.64, 0.91, 1.28], [-1.78, -0.84, 1.33], [-0.33, 0.38, -1.23], [-1.42, -0.97, -1.30], [-0.18, -2.29, 1.53], [1.22, -2.81, -0.22], [0.92, -1.17, -0.92], [2.36, -1.75, 1.49], [2.52, -0.40, 0.66], [-0.78, 2.55, -2.53], [-0.27, 3.96, -2.77], [-0.02, 3.04, -2.89]], "lowdin_charge": [-0.12, -0.45, -0.73, 0.17, -0.07, -0.31, -0.03, 0.06, 0.02, 0.05, 0.12, 0.03, 0.05, 0.08, 0.09, 0.09, 0.04, 0.03, -0.04, 0.01, -0.11], "charge": -1, "e_lumo_ev": 3.84, "e_above_lowest_kcal_mol": 17.9, "energy_ha": -743.1506, "homo_lumo_gap_ha": 0.244}

***

5.
{"formula": "C4H13N2S", "method": "the ωB97M-V functional and the def2-TZVPD basis", "elements": ["C", "C", "S", "H", "H", "H", "H", "H", "C", "N", "C", "N", "H", "H", "H", "H", "H", "H", "H", "H"], "positions_angstrom": [[-0.01, -2.92, 0.72], [0.64, -1.89, 1.72], [-0.31, -0.38, 1.88], [-0.24, -2.43, -0.27], [-1.00, -3.24, 1.07], [0.65, -3.82, 0.60], [1.64, -1.68, 1.32], [0.72, -2.42, 2.67], [-1.54, 1.84, -0.45], [-0.50, 2.16, -1.38], [0.61, 1.26, -1.40], [1.45, 1.32, -0.24], [-2.30, 2.62, -0.58], [-1.93, 0.82, -0.58], [-1.18, 1.77, 0.60], [-0.89, 2.15, -2.31], [1.20, 1.55, -2.34], [0.24, 0.21, -1.57], [1.75, 2.31, 0.00], [1.01, 0.80, 0.55]], "lowdin_charge": [-0.24, -0.81, 0.26, 0.05, 0.03, 0.05, 0.03, 0.02, -0.20, -0.17, -0.42, -0.04, 0.07, 0.06, 0.02, 0.08, 0.11, 0.11, 0.09, -0.08], "charge": -1, "e_lumo_ev": 4.01, "e_above_lowest_kcal_mol": 20.9, "energy_ha": -667.9050, "homo_lumo_gap_ha": 0.246}

***

6.
{"formula": "C4H13N2S", "method": "the ωB97M-V functional and the def2-TZVPD basis", "elements": ["C", "C", "C", "S", "H", "H", "H", "H", "H", "H", "H", "N", "C", "N", "H", "H", "H", "H", "H", "H"], "positions_angstrom": [[-0.42, -1.32, 2.63], [0.50, -0.08, 2.51], [-0.24, 1.11, 1.94], [-0.91, 0.67, 0.30], [-1.20, -1.11, 3.38], [0.16, -2.19, 2.92], [-0.84, -1.54, 1.63], [0.92, 0.13, 3.52], [1.31, -0.24, 1.80], [0.44, 1.97, 1.87], [-1.03, 1.37, 2.67], [1.63, -0.45, -1.78], [0.80, 0.12, -2.83], [-0.55, -0.40, -2.99], [1.05, -0.45, -0.97], [1.99, -1.36, -2.06], [0.62, 1.18, -2.67], [1.36, 0.03, -3.80], [-0.53, -1.43, -3.00], [-1.11, -0.12, -2.16]], "lowdin_charge": [-0.18, -0.40, -0.74, 0.27, 0.06, 0.04, 0.01, 0.09, 0.08, 0.04, 0.04, -0.02, -0.43, -0.04, -0.05, 0.04, 0.08, 0.09, 0.05, -0.02], "charge": -1, "e_lumo_ev": 4.15, "e_above_lowest_kcal_mol": 8.0, "energy_ha": -667.9255, "homo_lumo_gap_ha": 0.252}

***

7.
{"formula": "C4H13N2S", "method": "the ωB97M-V functional and the def2-TZVPD basis", "elements": ["N", "C", "C", "C", "S", "C", "N", "H", "H", "H", "H", "H", "H", "H", "H", "H", "H", "H", "H", "H"], "positions_angstrom": [[-1.75, -0.37, 0.88], [-0.64, 0.39, 0.04], [-0.21, -0.30, -1.17], [1.25, -0.10, -1.54], [1.82, -1.03, -3.12], [0.56, 0.57, 1.03], [0.22, 0.81, 2.39], [-2.24, -1.06, 0.43], [-2.46, 0.34, 1.26], [-1.24, -0.92, 1.61], [-1.07, 1.38, -0.20], [-0.82, -0.02, -2.07], [-0.33, -1.41, -1.28], [1.88, -0.51, -0.80], [1.53, 0.99, -1.68], [0.68, -1.94, -3.52], [1.26, -0.35, 1.09], [1.13, 1.41, 0.72], [0.81, 0.55, 3.21], [-0.38, 1.56, 2.71]], "lowdin_spin": [0.22, 0.11, 0.04, 0.00, 0.01, 0.04, 0.03, 0.10, 0.21, 0.10, 0.05, 0.01, 0.02, 0.00, 0.00, 0.00, 0.01, 0.00, 0.01, 0.03], "multiplicity": 2, "e_lumo_ev": [0.66, 0.61], "e_above_lowest_kcal_mol": 81.1, "energy_ha": -667.7151, "homo_lumo_gap_ha": [0.152, 0.367]}

***

8.
{"formula": "C4H13N2S", "method": "the ωB97M-V functional and the def2-TZVPD basis", "elements": ["N", "C", "C", "S", "C", "N", "C", "H", "H", "H", "H", "H", "H", "H", "H", "H", "H", "H", "H", "H"], "positions_angstrom": [[-1.49, 0.28, -0.90], [-0.26, -0.20, -0.15], [0.87, 0.84, -0.17], [0.75, 2.23, -1.37], [-0.60, -0.62, 1.28], [0.20, -1.73, 1.74], [-0.08, -3.02, 1.03], [-1.20, 0.60, -1.87], [-1.97, 1.05, -0.41], [-2.17, -0.52, -0.93], [0.14, -1.04, -0.71], [1.03, 1.17, 0.85], [1.84, 0.36, -0.39], [1.80, 3.03, -1.07], [-0.38, 0.23, 1.96], [-1.69, -0.76, 1.46], [0.20, -1.92, 2.73], [-1.14, -3.24, 0.89], [0.62, -3.74, 1.47], [0.43, -2.83, 0.08]], "lowdin_spin": [0.20, 0.08, 0.04, 0.12, 0.04, 0.00, 0.01, 0.11, 0.12, 0.16, 0.03, 0.00, 0.01, 0.02, 0.01, 0.03, 0.00, 0.01, 0.00, 0.00], "multiplicity": 2, "e_lumo_ev": [0.77, 0.57], "e_above_lowest_kcal_mol": 68.0, "energy_ha": -667.7360, "homo_lumo_gap_ha": [0.159, 0.361]}

***

9.
{"formula": "C4H13N2S2", "method": "the ωB97M-V functional and the def2-TZVPD basis", "elements": ["N", "C", "C", "S", "S", "C", "C", "N", "H", "H", "H", "H", "H", "H", "H", "H", "H", "H", "H", "H", "H"], "positions_angstrom": [[-1.20, 1.98, 1.32], [-2.60, 1.86, 0.97], [-3.03, 0.43, 0.73], [-2.43, -0.84, 1.97], [0.39, -0.57, -0.48], [1.55, -1.83, -1.12], [2.84, -1.23, -1.62], [3.68, -0.52, -0.64], [-0.91, 3.00, 1.32], [-0.63, 1.56, 0.47], [-1.16, -0.92, 1.97], [-2.80, 2.34, -0.04], [-3.18, 2.34, 1.73], [-2.61, 0.24, -0.24], [-4.13, 0.31, 0.65], [1.10, -2.35, -1.98], [1.77, -2.65, -0.25], [3.42, -2.02, -2.14], [2.56, -0.39, -2.42], [4.07, -1.09, 0.12], [3.29, 0.36, -0.32]], "lowdin_charge": [-0.02, -0.38, -0.47, 0.87, 0.88, -0.56, -0.34, 0.03, 0.11, 0.03, -0.25, 0.13, 0.11, 0.04, 0.10, 0.07, 0.17, 0.13, 0.16, 0.10, 0.07], "charge": 1, "e_lumo_ev": -8.97, "e_above_lowest_kcal_mol": 153.0, "energy_ha": -1065.6290, "homo_lumo_gap_ha": 0.146}

***

10.
{"formula": "C4H13N2S2", "method": "the ωB97M-V functional and the def2-TZVPD basis", "elements": ["C", "S", "S", "C", "H", "H", "H", "H", "H", "H", "C", "N", "C", "N", "H", "H", "H", "H", "H", "H", "H"], "positions_angstrom": [[2.07, 0.13, -1.67], [2.43, -0.16, 0.08], [0.86, -1.33, 0.67], [1.37, -3.01, 0.21], [2.01, -0.83, -2.18], [1.13, 0.67, -1.81], [2.87, 0.72, -2.11], [1.96, -3.49, 0.98], [0.47, -3.59, 0.01], [1.97, -2.93, -0.70], [-2.79, 0.74, -0.42], [-1.49, 0.83, 0.27], [-1.29, 1.68, 1.24], [-0.13, 1.85, 1.83], [-3.54, 0.39, 0.27], [-2.70, 0.01, -1.22], [-3.06, 1.72, -0.81], [-0.69, 0.39, -0.18], [-2.15, 2.25, 1.56], [0.70, 1.40, 1.45], [-0.02, 2.56, 2.54]], "lowdin_charge": [-0.44, 0.47, 0.44, -0.41, 0.03, 0.02, 0.04, 0.04, 0.04, 0.03, -0.01, 0.00, -0.15, 0.20, 0.10, 0.10, 0.10, 0.06, 0.17, 0.05, 0.14], "charge": 1, "e_lumo_ev": -3.19, "e_above_lowest_kcal_mol": 1.5, "energy_ha": -1065.8705, "homo_lumo_gap_ha": 0.345}

***

11.
{"formula": "C4H13N2Si", "method": "the ωB97M-V functional and the def2-TZVPD basis", "elements": ["C", "C", "Si", "C", "C", "N", "N", "H", "H", "H", "H", "H", "H", "H", "H", "H", "H", "H", "H", "H"], "positions_angstrom": [[-2.13, -1.25, 0.80], [-1.90, 0.09, 0.21], [-0.10, 0.24, -0.56], [0.51, 2.11, -0.55], [1.71, -0.52, 0.01], [2.12, -0.46, 1.30], [2.44, -1.05, -0.91], [-3.03, -1.27, 1.40], [-2.38, -1.93, -0.04], [-1.22, -1.37, 1.34], [-1.95, 0.91, 0.85], [-2.64, 0.58, -0.60], [-0.11, -0.42, -1.83], [0.01, 3.05, -0.90], [0.68, 2.25, 0.50], [1.48, 1.95, -1.08], [1.46, -0.01, 1.86], [3.09, -0.61, 1.67], [1.96, -1.01, -1.84], [3.42, -1.55, -0.93]], "lowdin_charge": [-0.17, -0.36, 0.81, -0.18, -0.41, 0.15, 0.13, 0.08, 0.10, 0.05, 0.03, 0.14, -0.02, 0.05, 0.00, 0.03, 0.08, 0.17, 0.11, 0.21], "charge": 1, "e_lumo_ev": -3.61, "e_above_lowest_kcal_mol": 43.7, "energy_ha": -558.9350, "homo_lumo_gap_ha": 0.382}

***

12.
{"formula": "C4H13N3", "method": "the ωB97M-V functional and the def2-TZVPD basis", "elements": ["N", "C", "C", "N", "C", "C", "N", "H", "H", "H", "H", "H", "H", "H", "H", "H", "H", "H", "H", "H"], "positions_angstrom": [[-0.58, -0.26, -2.75], [-1.71, -0.87, -1.89], [-1.14, -1.26, -0.43], [-0.48, 0.10, 0.15], [0.65, -0.08, 1.13], [1.09, 1.00, 2.03], [1.79, 1.98, 1.18], [-0.42, 0.71, -2.57], [0.17, -0.76, -2.31], [-1.80, -1.81, -2.37], [-2.65, -0.27, -1.91], [-1.98, -1.80, 0.08], [-0.28, -1.94, -0.32], [-1.11, 0.73, 0.49], [0.43, -0.92, 1.72], [1.53, -0.37, 0.48], [0.18, 1.57, 2.47], [1.78, 0.58, 2.84], [1.90, 1.46, 0.26], [2.65, 2.20, 1.71]], "lowdin_spin": [0.01, 0.03, 0.12, 0.01, 0.20, 0.20, 0.03, 0.00, 0.02, 0.01, 0.00, 0.04, 0.04, 0.01, 0.08, 0.05, 0.02, 0.09, 0.01, 0.04], "multiplicity": 2, "charge": -1, "e_lumo_ev": [3.99, 3.95], "e_above_lowest_kcal_mol": 52.1, "energy_ha": -324.3271, "homo_lumo_gap_ha": [0.097, 0.331]}

***

What did the ninth record say?
{"formula": "C4H13N2S2", "method": "the ωB97M-V functional and the def2-TZVPD basis", "elements": ["N", "C", "C", "S", "S", "C", "C", "N", "H", "H", "H", "H", "H", "H", "H", "H", "H", "H", "H", "H", "H"], "positions_angstrom": [[-1.20, 1.98, 1.32], [-2.60, 1.86, 0.97], [-3.03, 0.43, 0.73], [-2.43, -0.84, 1.97], [0.39, -0.57, -0.48], [1.55, -1.83, -1.12], [2.84, -1.23, -1.62], [3.68, -0.52, -0.64], [-0.91, 3.00, 1.32], [-0.63, 1.56, 0.47], [-1.16, -0.92, 1.97], [-2.80, 2.34, -0.04], [-3.18, 2.34, 1.73], [-2.61, 0.24, -0.24], [-4.13, 0.31, 0.65], [1.10, -2.35, -1.98], [1.77, -2.65, -0.25], [3.42, -2.02, -2.14], [2.56, -0.39, -2.42], [4.07, -1.09, 0.12], [3.29, 0.36, -0.32]], "lowdin_charge": [-0.02, -0.38, -0.47, 0.87, 0.88, -0.56, -0.34, 0.03, 0.11, 0.03, -0.25, 0.13, 0.11, 0.04, 0.10, 0.07, 0.17, 0.13, 0.16, 0.10, 0.07], "charge": 1, "e_lumo_ev": -8.97, "e_above_lowest_kcal_mol": 153.0, "energy_ha": -1065.6290, "homo_lumo_gap_ha": 0.146}

***

- Which formula does entry 6 have?
  C4H13N2S

***

- What is the formula in the second record?
  C4H13N2OS